# 1
Entry from the Open Molecules 2025 dataset: a cluster of 9 separate species, C28H60F12N5O17 in total at a distorted geometry (wB97M-V/def2-TZVPD).

Each line ends with the Löwdin charge.
Atoms and positions in Å:
C  -1.8758  -7.5726  -2.8723  -0.006
C  -2.3465  -8.5513  -1.7754  -0.299
C  -2.2250  -8.0296  -0.3357  -0.181
O  -3.0515  -6.8939  -0.2140  -0.158
C  -3.5771  -6.8676  1.0806  -0.108
N  -3.5936  -9.3310  -2.1159  0.238
H  -3.4774  -9.9474  -2.9076  0.170
H  -3.8017  -9.9176  -1.3206  0.166
H  -4.3986  -8.7523  -2.3091  0.172
H  -0.8152  -7.6644  -3.1063  0.101
H  -2.0751  -6.5633  -2.5122  0.093
H  -2.4009  -7.8290  -3.7925  0.084
H  -1.6426  -9.3725  -1.9105  0.146
H  -1.1970  -7.7103  -0.1644  0.155
H  -2.4067  -8.9059  0.2865  0.131
H  -2.7311  -6.5842  1.7066  0.109
H  -4.1465  -7.7131  1.4667  0.091
H  -4.3359  -6.0905  1.1733  0.097
C  -5.7032  8.1386  7.9165  -0.029
C  -4.3568  7.5598  7.3702  -0.284
C  -3.4316  8.6526  6.9337  -0.195
O  -2.4003  7.9669  6.2312  -0.196
C  -2.5366  7.2627  4.9788  -0.038
N  -3.7032  6.8093  8.5512  0.265
H  -2.8942  7.3712  8.7747  0.159
H  -4.2627  6.7106  9.3862  0.166
H  -3.2644  5.9738  8.1915  0.179
H  -6.3740  7.3328  8.2147  0.085
H  -6.2404  8.6996  7.1518  0.092
H  -5.5140  8.8064  8.7569  0.088
H  -4.5032  6.9478  6.4802  0.138
H  -3.1278  9.3391  7.7239  0.142
H  -3.9219  9.3872  6.2949  0.139
H  -1.5055  6.9287  4.8637  0.114
H  -2.8708  7.9161  4.1728  0.097
H  -3.2615  6.4513  5.0436  0.078
C  1.0643  -0.5887  0.3008  -0.046
C  1.6060  0.7494  -0.2015  -0.240
C  0.6404  1.4224  -1.2326  -0.167
O  -0.4629  1.9952  -0.5696  -0.204
C  -1.5347  2.6749  -1.1924  -0.077
N  1.6478  1.6155  1.0809  0.236
H  2.0401  2.5162  0.8466  0.171
H  0.8407  1.7135  1.6801  0.172
H  2.3644  1.2483  1.6907  0.168
H  1.1115  -1.2241  -0.5836  0.091
H  0.0056  -0.6257  0.5571  0.095
H  1.7026  -0.9716  1.0971  0.096
H  2.6061  0.5811  -0.6009  0.162
H  0.3675  0.6867  -1.9892  0.134
H  1.1330  2.2176  -1.7921  0.132
H  -2.1271  2.2451  -2.0001  0.094
H  -1.2086  3.6652  -1.5102  0.091
H  -2.1646  2.8468  -0.3196  0.092
N  -0.5344  0.7190  7.3548  -0.724
O  -0.8885  0.6121  8.5339  -0.110
O  -0.6029  1.7824  6.8416  -0.074
O  -0.0708  -0.2936  6.8006  -0.091
N  6.8472  1.7857  7.7878  -0.704
O  6.6458  1.5217  6.6025  -0.092
O  7.6570  1.1178  8.4282  -0.103
O  6.4219  2.8094  8.3131  -0.101
C  -10.0949  2.1432  -5.5401  -0.464
O  -9.6567  1.1271  -4.5795  -0.101
O  -11.3694  2.4924  -5.1361  -0.256
C  -8.9895  3.3275  -5.8116  -0.590
F  -8.7294  3.8212  -4.6386  0.148
F  -7.8242  2.9419  -6.3612  0.092
F  -9.3407  4.3505  -6.6393  0.093
C  -8.5081  0.3960  -4.8075  -0.304
C  -8.2534  -0.7048  -3.6931  -0.080
H  -9.1525  -1.1825  -3.3039  0.058
H  -7.7347  -1.5201  -4.1974  0.047
H  -7.7269  -0.4104  -2.7852  0.051
H  -7.6216  1.0183  -4.9301  0.099
H  -8.4992  -0.2332  -5.6976  0.097
H  -9.9582  1.7303  -6.5396  0.109
C  5.8236  -9.5996  5.7000  -0.469
O  7.0161  -10.1506  5.0820  -0.121
O  6.1955  -8.6102  6.6435  -0.276
C  4.6183  -9.2644  4.7075  -0.614
F  5.0573  -8.5294  3.6699  0.120
F  3.8593  -10.3060  4.3022  0.082
F  3.7001  -8.5880  5.3148  0.152
C  6.8387  -11.4251  4.3868  -0.274
C  8.2583  -12.0164  4.3400  -0.100
H  8.2416  -12.8093  3.5922  0.056
H  8.8887  -11.2055  3.9751  0.067
H  8.6761  -12.3329  5.2957  0.070
H  6.3330  -11.2575  3.4359  0.103
H  6.3058  -12.2219  4.9058  0.098
H  5.4618  -10.4616  6.2605  0.107
C  3.6058  -1.6454  -8.3005  -0.425
O  3.2568  -0.2645  -8.2876  -0.152
O  4.2919  -2.0449  -9.5421  -0.335
C  4.3260  -2.0852  -6.9799  -0.571
F  4.1348  -3.3812  -6.7916  0.121
F  5.7113  -2.0339  -7.0497  0.069
F  4.0067  -1.4012  -5.8970  0.136
C  2.2535  0.2534  -9.1363  -0.255
C  1.1351  0.6577  -8.1350  -0.089
H  0.1891  0.8619  -8.6365  0.048
H  0.7836  -0.2528  -7.6498  0.058
H  1.2925  1.4490  -7.4021  0.065
H  1.8981  -0.3083  -10.0002  0.113
H  2.7381  1.1323  -9.5616  0.104
H  2.6105  -2.0891  -8.3246  0.113
C  4.9585  7.8788  -1.2451  -0.495
O  6.2590  8.2592  -1.6931  -0.116
O  5.2171  7.5241  0.0629  -0.269
C  3.7572  8.9089  -1.5790  -0.489
F  2.6032  8.3608  -2.1414  0.032
F  3.1541  9.6769  -0.6725  0.109
F  4.1594  9.7459  -2.5483  0.089
C  6.7917  7.8347  -2.9902  -0.280
C  6.2846  8.4134  -4.2184  -0.124
H  5.9540  9.4511  -4.2621  0.069
H  6.9631  8.3024  -5.0642  0.069
H  5.4115  7.8502  -4.5482  0.074
H  6.6949  6.7556  -3.1096  0.108
H  7.8619  7.9414  -2.8127  0.110
H  4.7439  6.9494  -1.7727  0.114

Atoms 1-2, force components in eV/Å:
C -1.061 -0.002 0.409
C 3.052 -0.589 -0.977

Results
Net charge = -3
Electronic energy = -3853.19655 hartree

# 2
Entry from the Open Molecules 2025 dataset: a structure of composition C28H60N3O23P5S at a distorted geometry (wB97M-V/def2-TZVPD).

Each line ends with the Löwdin charge.
Atoms and positions in Å:
O  -0.9638  1.0518  4.2120  0.191
C  -1.2466  1.0544  3.0839  -0.308
N  -1.5414  1.0567  1.8675  0.157
C  -3.0235  1.2396  1.8780  -0.125
C  -3.8709  0.0428  1.9540  -0.062
C  -3.1233  -1.3438  1.9867  -0.130
C  -2.6994  -1.6870  0.4838  -0.164
C  -3.9125  -1.7917  -0.5315  -0.170
C  -3.5141  -1.2292  -1.9788  -0.231
O  -4.7304  -0.8572  -2.6549  -0.111
C  -5.4075  0.1849  1.9971  -0.116
C  -6.2340  -1.1388  2.1287  -0.126
C  -7.6722  -0.9324  2.8048  -0.247
O  -8.6870  -0.6559  1.8215  -0.085
C  -5.9836  1.5220  1.9148  0.039
C  -5.0929  2.7432  1.8081  -0.285
N  -5.4737  4.0778  1.7105  -0.258
S  -4.0579  4.9673  1.5931  0.931
N  -2.8224  3.8161  1.6927  -0.223
C  -3.5662  2.6426  1.7967  -0.279
H  -2.1490  -1.2885  2.5641  0.098
H  -3.7169  -2.1637  2.4735  0.106
H  -2.1691  -2.6871  0.4613  0.122
H  -2.0081  -0.8490  0.1620  0.104
H  -4.8415  -1.2413  -0.2195  0.080
H  -4.1715  -2.8930  -0.6141  0.122
H  -2.8834  -0.2907  -1.9053  0.122
H  -2.9453  -2.0436  -2.5166  0.119
H  -5.4961  -1.2909  -2.2327  0.077
H  -6.3148  -1.7217  1.1644  0.121
H  -5.6769  -1.8254  2.8417  0.112
H  -7.5512  -0.1132  3.5668  0.120
H  -7.9115  -1.8955  3.3522  0.123
H  -8.6833  0.3181  1.7422  0.073
H  -7.0920  1.6727  1.9093  0.100
C  -3.7703  -5.1462  -6.2309  -0.128
O  -3.6531  -5.0375  -4.8183  -0.249
P  -2.8930  -6.2291  -3.8659  0.686
O  -2.4842  -5.2162  -2.8163  -0.277
O  -1.7187  -6.4273  -4.9836  -0.301
C  -0.7630  -5.3964  -5.1994  -0.102
O  -2.1933  -7.5284  -2.9941  -0.252
C  -3.1451  -8.3744  -2.3432  -0.150
H  -4.7583  -4.7896  -6.5275  0.085
H  -3.0264  -4.4971  -6.6992  0.089
H  -3.6450  -6.1741  -6.5763  0.087
H  -1.0129  -4.4716  -4.6791  0.089
H  -0.7189  -5.1904  -6.2713  0.085
H  0.2180  -5.7447  -4.8772  0.089
H  -3.8148  -8.8252  -3.0791  0.076
H  -3.7265  -7.7990  -1.6174  0.082
H  -2.6079  -9.1664  -1.8225  0.085
C  5.2335  -1.8444  -4.7558  -0.127
O  3.9538  -2.4628  -4.6963  -0.252
P  3.1618  -2.7923  -3.2223  0.691
O  1.7982  -2.6733  -3.8733  -0.273
O  3.6503  -1.3646  -2.5973  -0.300
C  3.1168  -0.1487  -3.1011  -0.106
O  2.4667  -3.1637  -1.7008  -0.244
C  2.5664  -4.5417  -1.3327  -0.138
H  5.8190  -2.3285  -5.5396  0.084
H  5.1078  -0.7949  -5.0327  0.088
H  5.7727  -1.9226  -3.8101  0.089
H  2.5177  -0.2911  -4.0013  0.090
H  3.9482  0.5184  -3.3403  0.083
H  2.5103  0.3226  -2.3276  0.093
H  3.6153  -4.8409  -1.2704  0.078
H  2.0461  -5.1659  -2.0645  0.082
H  2.1023  -4.6748  -0.3563  0.071
C  0.3476  -7.0878  5.2530  -0.127
O  -0.6454  -6.1245  4.9238  -0.244
P  -0.2731  -4.6558  4.1498  0.672
O  -1.6294  -4.5463  3.4963  -0.276
O  0.8174  -5.3768  3.1709  -0.293
C  0.3773  -6.2358  2.1301  -0.102
O  0.2610  -3.1390  3.5741  -0.245
C  0.2754  -2.1083  4.5678  -0.145
H  0.1184  -7.5032  6.2360  0.085
H  0.3046  -7.9038  4.5273  0.088
H  1.3495  -6.6552  5.2751  0.087
H  -0.6898  -6.4533  2.1886  0.091
H  0.9294  -7.1759  2.2019  0.086
H  0.6054  -5.7752  1.1691  0.078
H  0.9488  -2.3799  5.3836  0.080
H  -0.7337  -1.9494  4.9576  0.084
H  0.6296  -1.1869  4.1083  0.078
C  6.0677  6.5003  -0.4319  -0.121
O  6.7298  5.2394  -0.4692  -0.245
P  5.9187  3.7947  -0.8486  0.666
O  7.1533  3.1341  -1.4122  -0.277
O  5.0391  4.5211  -2.0176  -0.293
C  5.6589  4.9167  -3.2305  -0.112
O  4.9425  2.4027  -1.0267  -0.254
C  4.6833  1.7265  0.2064  -0.141
H  6.4491  7.0696  0.4169  0.086
H  6.3092  7.0555  -1.3414  0.090
H  4.9867  6.3942  -0.3302  0.082
H  6.7451  4.8244  -3.1961  0.088
H  5.4034  5.9612  -3.4236  0.085
H  5.2643  4.3094  -4.0455  0.090
H  4.1586  2.3946  0.8933  0.078
H  5.6230  1.3946  0.6565  0.084
H  4.0562  0.8582  0.0057  0.082
C  0.1734  9.2373  2.0655  -0.125
O  1.3007  9.3018  1.2006  -0.243
P  2.8441  9.7701  1.7422  0.673
O  3.5621  8.9588  0.6923  -0.276
O  2.6613  8.9372  3.1361  -0.295
C  2.6838  7.5185  3.1244  -0.110
O  4.2811  10.4377  2.3833  -0.243
C  4.5070  11.8024  2.0157  -0.143
H  -0.6983  9.6193  1.5313  0.086
H  -0.0209  8.1919  2.3174  0.088
H  0.3180  9.8238  2.9746  0.088
H  2.6711  7.1072  2.1142  0.086
H  1.8036  7.1550  3.6597  0.085
H  3.5738  7.1731  3.6507  0.092
H  3.6902  12.4307  2.3775  0.078
H  4.5889  11.8914  0.9291  0.084
H  5.4381  12.1358  2.4722  0.087

Atoms 1-2, force components in eV/Å:
O 0.134 -0.074 -0.540
C -0.078 0.153 -1.244

Results
Electronic energy = -5102.19697 hartree
Energy relative to the best compared isomer or geometry (same formula, charge and spin) = 0.0 kJ/mol

E_HOMO values, unit eV, following the record order: -1.3, -8.6.
Kohn-Sham gap values, unit Ha, following the record order: 0.0541, 0.2350.